This record from OMol25 describes a 7-piece molecular cluster, C37H90BF5N9O15P4S overall at a distorted geometry. The level of theory is the ωB97M-V functional and the def2-TZVPD basis.

Geometry as XYZ:
```
162
Properties=species:S:1:pos:R:3:forces:R:3:mulliken_charge:R:1
C 2.31502 -4.85111 6.21424 0.83 1.03 0.03 -1.36
P 1.02246 -3.56214 6.13904 -1.67 -0.71 0.05 0.33
C 1.25149 -2.87479 7.81348 0.73 -0.04 -0.16 -1.52
C 1.53735 -2.30795 4.78540 0.71 -0.13 0.03 2.83
B 3.09803 -2.06645 4.92931 0.46 0.10 0.24 0.08
O 3.95963 -3.06821 4.59178 -0.35 -0.35 0.03 -0.77
O 3.58070 -0.85841 5.39037 -0.63 0.26 -0.34 -0.64
C 1.32254 -3.01088 3.38623 -0.92 0.43 -0.40 -2.01
P 0.59430 -4.75472 3.40083 0.70 -0.38 1.12 -0.55
P -1.55439 -4.97794 3.57017 -0.37 -0.75 -0.60 0.98
O -1.75977 -6.39199 3.28194 0.18 -0.22 -0.11 -0.69
O -2.09254 -4.57729 5.01477 0.07 0.44 -0.07 -0.54
O -2.34606 -3.99475 2.55349 0.14 0.63 0.40 -0.53
C 0.60085 -2.21364 2.24486 -0.02 0.15 -0.49 -0.52
C 1.44801 -2.09733 0.96934 0.58 0.41 1.14 -1.92
C 2.71136 -1.30764 1.22436 -0.50 -1.42 -0.95 1.49
C 3.38127 -0.79766 0.03008 -0.24 2.56 1.63 -1.18
O 2.64244 0.05317 1.05803 0.30 0.63 0.59 -0.52
C 0.06192 -0.79887 2.53312 -1.14 -1.30 -0.18 -0.81
P -1.36506 -0.45632 1.35258 0.33 0.62 -1.05 -0.10
N -0.85000 0.40711 0.16352 -0.16 -0.21 0.29 -0.22
N -0.33626 -0.76102 3.98220 0.26 0.90 -0.20 -0.14
O -1.29373 -1.77807 4.28880 0.61 -0.48 -0.14 0.37
C -2.47774 -1.29410 4.53005 1.94 -0.52 -0.36 0.57
N -3.49709 -0.82440 4.67560 -2.25 0.81 0.39 -0.49
C 0.90028 -0.91547 4.82491 -0.05 0.04 0.03 -1.89
S 0.49674 -0.12147 6.41628 -0.24 -0.08 0.74 1.12
O -0.75889 -0.66140 6.82627 -0.45 -0.02 -0.30 -0.63
O 1.58656 -0.05218 7.31289 0.47 0.22 -0.29 -0.58
C 0.10311 1.67171 5.94785 0.09 0.11 0.43 0.50
F 0.22548 2.33700 7.09495 -0.09 -0.16 -0.30 -0.24
F -1.17865 1.71653 5.52761 0.13 -0.01 -0.12 -0.21
C 1.01606 2.31357 4.88147 0.16 0.38 0.17 0.64
F 0.63916 1.85364 3.66744 0.02 0.10 0.00 -0.19
F 2.27981 1.95552 5.09377 -0.13 0.04 -0.09 -0.23
F 0.91360 3.62689 4.90017 -0.05 -0.25 -0.09 -0.26
H 3.21640 -4.43429 6.66070 0.17 -0.09 0.19 0.33
H 2.58917 -5.22542 5.24271 -0.13 -0.37 -0.15 0.44
H 1.95259 -5.61979 6.88271 -0.27 -0.28 -0.05 0.46
H 2.13792 -2.25461 7.87376 0.07 0.24 0.24 0.37
H 0.38669 -2.37289 8.21339 -0.17 0.24 -0.05 0.27
H 1.46190 -3.71797 8.46264 -0.10 -0.31 0.03 0.74
H 4.65024 -3.19562 5.25184 0.39 0.16 -0.31 0.37
H 4.17371 -0.43783 4.75786 0.49 -0.07 0.34 0.30
H 2.32099 -3.20527 3.01764 0.19 -0.33 -0.11 1.24
H 0.73123 -5.01865 2.02886 -0.31 0.24 -0.22 0.14
H -2.79684 -3.92104 4.99143 -0.06 -0.01 0.30 0.34
H -3.29497 -3.98483 2.73973 -0.15 -0.17 -0.32 0.39
H -0.27462 -2.79261 1.97876 -0.19 -0.11 0.04 0.97
H 0.90930 -1.51052 0.23586 -0.19 -0.26 -0.46 0.39
H 1.75454 -3.06825 0.59662 -0.32 -0.28 -0.15 0.45
H 3.35846 -1.64435 2.02991 0.14 -0.15 0.11 0.26
H 2.83562 -0.45709 -0.83428 0.34 -1.21 -0.92 0.04
H 4.41703 -0.55902 0.20179 0.38 -0.24 -0.80 0.37
H 0.75100 0.00867 2.31122 0.29 0.18 0.37 0.47
H -2.36256 0.15380 2.14228 0.08 -0.17 0.39 0.13
H -1.85565 -1.71834 0.99632 -0.19 -0.20 0.51 0.14
H -1.00397 -0.07422 -0.71470 0.10 0.23 -0.26 0.24
H -0.77588 0.15303 4.16223 -0.20 -0.07 0.12 0.99
H 1.59030 -0.23546 4.33811 0.11 0.26 -0.02 1.02
C 3.53236 2.00474 -5.56252 0.02 0.08 0.03 -1.74
C 2.19484 1.58788 -4.96115 0.13 -0.20 -0.13 0.79
C 2.27089 1.17631 -3.48713 -0.09 0.14 0.02 -0.55
O 2.84120 -0.10769 -3.26631 0.16 -0.08 0.10 -0.44
C 4.25734 -0.16894 -3.20140 -0.18 0.00 0.09 -0.81
N 1.59399 0.53596 -5.79239 -0.12 0.11 0.24 -0.33
H 4.16576 1.14765 -5.79332 -0.02 -0.06 0.05 0.32
H 3.36668 2.53916 -6.49583 0.02 -0.01 -0.03 0.28
H 4.08393 2.66784 -4.89286 0.00 -0.01 0.02 0.41
H 1.53144 2.45649 -5.00319 -0.06 0.00 0.10 -0.05
H 1.25021 1.11773 -3.10379 0.00 -0.06 0.02 0.06
H 2.79514 1.93184 -2.88610 0.05 0.00 -0.07 0.65
H 4.66750 0.73290 -2.73546 0.03 0.03 -0.04 0.36
H 4.72553 -0.31443 -4.17633 -0.07 0.09 -0.05 0.30
H 4.50991 -1.02946 -2.57951 0.02 0.00 -0.04 0.28
H 0.65132 0.34705 -5.45351 -0.04 0.00 -0.15 0.11
H 2.10149 -0.32641 -5.61396 0.05 -0.01 -0.10 0.31
C 0.91802 0.65997 -10.96883 -0.10 -0.05 0.03 -1.65
C 1.64634 0.88408 -9.64637 -0.01 -0.02 -0.27 0.98
C 2.21173 2.30079 -9.48977 -0.09 0.02 0.19 0.08
O 3.39061 2.55451 -10.22620 -0.02 0.04 -0.06 -0.45
C 3.20204 2.88570 -11.58915 0.13 -0.01 0.04 -0.64
N 2.67504 -0.14299 -9.47923 0.06 0.10 0.15 -0.70
H 1.61148 0.53077 -11.79903 0.04 0.03 0.00 0.37
H 0.31354 -0.24501 -10.91334 0.03 -0.03 0.00 0.36
H 0.25339 1.49426 -11.20236 0.02 0.01 -0.01 0.36
H 0.91631 0.74697 -8.84266 0.05 0.08 0.09 -0.10
H 2.49061 2.43194 -8.44303 0.04 -0.01 0.01 -0.44
H 1.44857 3.05857 -9.71718 -0.02 -0.04 -0.09 0.46
H 2.28547 3.46433 -11.73642 -0.03 -0.02 -0.01 0.30
H 3.17533 1.99559 -12.22185 -0.09 0.02 -0.03 0.23
H 4.05237 3.49272 -11.89782 0.00 0.01 0.03 0.27
H 3.07310 -0.05693 -8.54801 -0.10 -0.07 0.05 0.26
H 3.44304 0.08071 -10.10602 -0.02 -0.06 -0.07 0.33
C -2.56234 1.98905 -5.12077 0.02 0.06 0.10 -0.93
C -1.89695 1.44602 -6.38015 -0.14 0.05 0.11 1.34
C -2.62837 1.81330 -7.67789 0.18 0.01 -0.08 -1.00
O -3.79774 1.05884 -7.91581 -0.07 0.08 -0.04 -0.43
C -4.95501 1.49510 -7.22879 -0.03 -0.23 -0.05 -0.39
N -1.71443 -0.00144 -6.24265 0.17 -0.01 -0.16 -0.67
H -3.44835 1.42174 -4.83551 -0.02 -0.01 -0.03 -0.33
H -1.86662 1.93713 -4.28219 0.05 -0.04 0.01 0.04
H -2.85413 3.03367 -5.25020 -0.02 0.01 -0.01 0.41
H -0.90088 1.89821 -6.44149 0.01 -0.01 -0.11 0.06
H -1.96543 1.59302 -8.51891 -0.02 -0.04 -0.01 0.27
H -2.84953 2.88850 -7.71386 -0.03 0.00 0.08 0.48
H -4.98194 2.58359 -7.12725 0.04 0.01 0.05 0.31
H -5.01814 1.02802 -6.24214 -0.06 0.18 0.08 -0.07
H -5.82160 1.17707 -7.80761 0.03 0.01 -0.04 0.30
H -1.16087 -0.33451 -7.02834 0.09 -0.02 0.06 0.25
H -2.62028 -0.44206 -6.37601 -0.04 0.00 0.10 0.34
C -1.81204 5.67312 -1.07631 -0.01 0.05 0.11 -1.59
C -1.51937 4.18302 -0.93086 -0.06 0.20 -0.21 0.39
C -0.08511 3.78854 -1.30143 0.09 -0.25 0.20 -0.55
O 0.18638 3.74234 -2.68889 0.04 0.08 -0.07 0.07
C 0.48143 4.98931 -3.29367 -0.03 -0.11 -0.10 -0.89
N -2.51735 3.42451 -1.68690 0.09 -0.20 0.12 -0.52
H -1.95405 5.95774 -2.11838 0.04 -0.03 -0.03 0.29
H -2.72985 5.92783 -0.54755 -0.03 -0.03 -0.03 0.37
H -1.00458 6.27928 -0.66101 0.01 0.00 -0.02 0.37
H -1.64397 3.92510 0.12603 0.06 -0.05 0.02 0.43
H 0.07723 2.76950 -0.94004 0.01 -0.03 -0.05 -0.12
H 0.64856 4.43235 -0.79586 -0.07 0.09 -0.02 0.51
H 1.02986 5.64409 -2.61064 -0.02 0.02 0.02 0.34
H -0.42312 5.49650 -3.63593 0.00 0.07 0.06 0.26
H 1.10559 4.79239 -4.16529 0.02 -0.02 0.01 0.28
H -2.39275 2.43334 -1.49763 -0.05 -0.01 0.05 0.28
H -2.30461 3.52026 -2.67490 -0.08 0.08 -0.06 0.13
C -7.75275 -1.33607 -2.49660 -0.03 -0.09 0.04 -1.48
C -6.57184 -1.42491 -3.45781 -0.16 0.17 0.09 0.29
C -5.25002 -0.90351 -2.87561 0.12 -0.14 -0.16 -0.65
O -5.14090 0.50342 -2.81504 0.02 0.01 0.13 -0.23
C -5.76026 1.11940 -1.69946 0.08 0.19 -0.12 -0.83
N -6.92440 -0.75002 -4.70893 0.28 -0.03 0.04 -0.72
H -8.13368 -0.31870 -2.41505 0.04 0.04 0.00 0.28
H -8.57232 -1.95701 -2.85533 0.00 0.02 -0.04 0.38
H -7.47931 -1.68291 -1.49796 0.01 0.01 0.01 0.34
H -6.41467 -2.48351 -3.68482 0.07 -0.01 -0.01 0.43
H -4.44121 -1.22426 -3.53882 0.01 0.04 -0.02 0.32
H -5.05094 -1.34371 -1.88767 -0.09 0.01 0.04 0.42
H -5.69499 0.48680 -0.80835 -0.05 -0.05 0.01 0.35
H -6.80703 1.35860 -1.89981 -0.03 -0.09 0.08 0.24
H -5.23153 2.05298 -1.50808 0.05 0.00 -0.02 0.21
H -6.18120 -0.90507 -5.38451 -0.11 -0.08 -0.10 0.27
H -6.89850 0.25103 -4.53365 -0.12 0.02 -0.01 0.36
C 2.59756 -1.37984 13.74293 0.03 0.10 0.04 -1.41
C 3.49783 -1.94849 12.65082 -0.21 -0.11 0.13 0.30
C 2.95905 -1.73362 11.23047 0.22 0.03 -0.11 -0.68
O 1.89510 -2.59149 10.85686 -0.12 0.10 0.03 -0.28
C 0.61333 -2.19177 11.31019 0.00 -0.17 -0.07 -0.80
N 3.76480 -3.35813 12.94382 0.04 0.03 -0.25 -0.72
H 1.73131 -2.01480 13.92606 -0.02 -0.02 -0.04 0.29
H 3.14754 -1.31191 14.67996 0.01 -0.05 0.01 0.35
H 2.24415 -0.37921 13.48664 -0.01 0.00 -0.01 0.34
H 4.45136 -1.41521 12.70211 0.02 0.02 -0.07 0.42
H 3.76672 -1.95537 10.52688 -0.02 -0.05 -0.02 0.32
H 2.67142 -0.68570 11.07080 -0.04 0.01 0.08 0.41
H 0.51753 -1.10251 11.32854 0.01 0.02 0.03 0.35
H 0.39190 -2.59442 12.29999 -0.01 0.09 0.05 0.25
H -0.12321 -2.59808 10.61549 0.02 0.00 -0.02 0.30
H 4.45856 -3.71807 12.29506 0.08 0.02 0.09 0.27
H 2.92381 -3.88935 12.73710 -0.04 -0.01 0.11 0.31
```
Positions in Å, forces in eV/Å.

The HOMO-LUMO gap is 0.2382 hartree. As for the net charge: +1. The HOMO energy comes out at -10.095 eV. The total energy is -5372.49602 hartree.